No. 1
{"formula": "C26H62O14S10Tl", "method": "ωB97M-V/def2-TZVPD", "fmax_ha_per_bohr": 0.03587, "relative_energy_kcal_mol": 0.0, "total_energy_ev": -169660.7991, "lumo_ev": -7.8366, "gap_ev": 2.622, "charge": 1, "spin_multiplicity": 1, "elements": ["Tl", "C", "C", "C", "O", "C", "C", "C", "O", "O", "O", "H", "H", "C", "S", "O", "C", "H", "H", "H", "H", "H", "H", "C", "S", "O", "C", "H", "H", "H", "H", "H", "H", "C", "S", "O", "C", "H", "H", "H", "H", "H", "H", "C", "S", "O", "C", "H", "H", "H", "H", "H", "H", "C", "S", "O", "C", "H", "H", "H", "H", "H", "H", "C", "S", "O", "C", "H", "H", "H", "H", "H", "H", "C", "S", "O", "C", "H", "H", "H", "H", "H", "H", "C", "S", "O", "C", "H", "H", "H", "H", "H", "H", "C", "S", "O", "C", "H", "H", "H", "H", "H", "H", "C", "S", "O", "C", "H", "H", "H", "H", "H", "H"], "positions_angstrom": [[-1.072, 4.253, 1.275], [0.460, -0.422, -0.335], [-0.227, 0.773, 0.114], [-1.720, 0.765, 0.098], [-2.333, 1.752, 0.449], [-2.367, -0.454, -0.309], [-1.691, -1.699, -0.616], [-0.202, -1.689, -0.602], [0.421, -2.696, -0.722], [-2.305, -2.696, -0.840], [0.352, 1.760, 0.507], [1.547, -0.446, -0.333], [-3.454, -0.454, -0.295], [1.482, 3.456, -2.725], [-0.272, 3.655, -2.942], [-0.928, 3.685, -1.603], [-0.163, 5.352, -3.464], [1.655, 2.514, -2.209], [1.934, 4.231, -2.099], [1.927, 3.452, -3.718], [-1.173, 5.739, -3.589], [0.382, 5.383, -4.405], [0.293, 5.928, -2.660], [5.266, -2.250, -0.052], [5.566, -3.450, -1.339], [5.384, -4.765, -0.712], [4.042, -3.127, -2.259], [5.301, -1.226, -0.424], [6.050, -2.367, 0.694], [4.296, -2.478, 0.401], [4.060, -2.097, -2.612], [3.226, -3.302, -1.553], [3.974, -3.863, -3.055], [0.014, -4.326, 3.427], [-0.301, -3.221, 4.800], [0.946, -3.166, 5.568], [-0.396, -1.705, 3.843], [-0.844, -4.372, 2.757], [0.193, -5.303, 3.870], [0.906, -3.988, 2.900], [-0.716, -0.869, 4.469], [-1.071, -1.807, 2.989], [0.576, -1.406, 3.425], [-3.520, -1.326, -3.967], [-5.282, -1.602, -4.220], [-5.428, -3.029, -4.474], [-5.731, -1.343, -2.496], [-3.326, -0.515, -3.259], [-2.998, -1.151, -4.903], [-3.128, -2.241, -3.510], [-5.259, -2.115, -1.884], [-6.807, -1.470, -2.406], [-5.421, -0.339, -2.203], [-5.487, 3.276, 0.192], [-4.644, 4.425, -0.906], [-3.408, 4.824, -0.200], [-4.174, 3.220, -2.139], [-5.493, 3.765, 1.166], [-4.943, 2.334, 0.226], [-6.528, 3.143, -0.103], [-3.700, 3.754, -2.961], [-5.071, 2.729, -2.513], [-3.441, 2.549, -1.694], [5.321, 4.432, -2.030], [4.821, 2.721, -1.970], [6.046, 1.900, -1.930], [4.220, 2.777, -0.277], [5.743, 4.645, -3.008], [6.097, 4.572, -1.276], [4.457, 5.049, -1.789], [4.517, 1.812, 0.155], [3.143, 2.860, -0.174], [4.745, 3.522, 0.322], [-0.558, -6.727, 0.894], [-1.159, -7.752, 2.233], [-2.258, -8.548, 1.663], [0.302, -8.792, 2.298], [-1.307, -5.965, 0.680], [-0.354, -7.301, -0.007], [0.335, -6.192, 1.238], [0.628, -9.120, 1.315], [0.076, -9.666, 2.909], [1.085, -8.233, 2.819], [1.359, -0.126, -3.373], [1.752, 0.227, -5.097], [1.882, 1.675, -5.253], [3.379, -0.462, -4.984], [2.133, 0.307, -2.733], [1.292, -1.210, -3.259], [0.401, 0.317, -3.092], [3.335, -1.547, -4.912], [3.947, -0.001, -4.171], [3.950, -0.207, -5.879], [1.921, 1.354, 3.613], [2.390, 3.071, 3.565], [1.188, 3.833, 3.112], [2.493, 3.275, 5.330], [2.665, 0.769, 4.154], [1.920, 1.025, 2.571], [0.921, 1.208, 4.017], [3.378, 2.734, 5.680], [1.644, 2.823, 5.845], [2.563, 4.328, 5.581], [-3.640, 0.750, 3.410], [-2.532, 1.788, 4.358], [-1.680, 2.653, 3.503], [-3.841, 2.813, 5.017], [-4.191, 1.342, 2.680], [-4.308, 0.296, 4.143], [-3.083, -0.048, 2.924], [-3.424, 3.748, 5.379], [-4.419, 2.259, 5.752], [-4.520, 3.075, 4.197]]}

***

No. 2
{"formula": "C26H63BInN7O10P", "method": "ωB97M-V/def2-TZVPD", "fmax_ha_per_bohr": 0.04084, "relative_energy_kcal_mol": 30.4, "total_energy_ev": -74031.5122, "lumo_ev": 2.1326, "gap_ev": 6.057, "charge": -1, "spin_multiplicity": 1, "elements": ["C", "C", "C", "C", "In", "C", "B", "O", "O", "C", "C", "C", "N", "P", "O", "O", "H", "H", "H", "H", "H", "H", "H", "H", "H", "H", "H", "H", "H", "H", "H", "H", "H", "H", "H", "H", "H", "C", "O", "N", "C", "C", "H", "H", "H", "H", "H", "H", "H", "C", "O", "N", "C", "C", "H", "H", "H", "H", "H", "H", "H", "C", "O", "N", "C", "C", "H", "H", "H", "H", "H", "H", "H", "C", "O", "N", "C", "C", "H", "H", "H", "H", "H", "H", "H", "C", "O", "N", "C", "C", "H", "H", "H", "H", "H", "H", "H", "C", "O", "N", "C", "C", "H", "H", "H", "H", "H", "H", "H"], "positions_angstrom": [[0.572, -1.742, 1.260], [-0.583, -2.371, 0.409], [-1.470, -1.325, -0.368], [-1.982, -0.114, 0.506], [-1.058, 1.882, 0.058], [-2.531, 3.449, 0.834], [-3.946, 3.271, 0.105], [-4.393, 2.045, -0.477], [-4.854, 4.378, 0.030], [-0.780, 2.345, -2.137], [-0.887, 1.134, -3.080], [0.431, 0.315, -3.329], [-2.019, 0.850, -3.652], [1.134, 2.348, 1.271], [2.376, 1.261, 0.788], [1.629, 3.891, 0.630], [1.213, -1.126, 0.586], [0.172, -1.136, 2.106], [1.218, -2.567, 1.651], [-1.221, -3.090, 0.986], [-0.085, -3.000, -0.380], [-2.385, -1.890, -0.699], [-0.911, -1.041, -1.286], [-3.094, -0.055, 0.440], [-1.759, -0.364, 1.577], [-2.619, 3.388, 1.949], [-2.165, 4.469, 0.532], [-3.746, 1.698, -1.099], [-5.736, 3.984, 0.019], [0.259, 2.758, -2.263], [-1.490, 3.157, -2.428], [0.125, -0.760, -3.262], [1.069, 0.507, -2.437], [0.918, 0.563, -4.293], [-2.713, 1.544, -3.356], [2.337, 1.249, -0.179], [2.594, 3.876, 0.641], [-1.188, -3.156, -4.967], [-0.463, -4.059, -4.593], [-1.561, -2.943, -6.250], [-2.421, -1.839, -6.616], [-1.085, -3.845, -7.281], [-1.607, -2.419, -4.264], [-3.332, -2.229, -7.078], [-1.897, -1.196, -7.328], [-2.686, -1.254, -5.735], [-1.416, -4.861, -7.056], [0.007, -3.832, -7.298], [-1.469, -3.543, -8.254], [-6.573, -2.210, 0.180], [-5.532, -1.919, 0.725], [-7.163, -1.496, -0.812], [-8.411, -1.912, -1.414], [-6.523, -0.278, -1.283], [-7.143, -3.113, 0.458], [-8.260, -2.073, -2.484], [-9.161, -1.130, -1.268], [-8.769, -2.837, -0.962], [-5.527, -0.516, -1.660], [-6.420, 0.424, -0.455], [-7.116, 0.177, -2.076], [2.154, 7.695, 4.477], [1.166, 8.253, 4.044], [2.570, 6.456, 4.127], [3.765, 5.866, 4.692], [1.797, 5.694, 3.155], [2.815, 8.177, 5.217], [4.467, 5.644, 3.885], [3.501, 4.942, 5.210], [4.237, 6.549, 5.399], [1.747, 6.248, 2.218], [0.783, 5.553, 3.531], [2.257, 4.725, 2.981], [-0.003, -6.889, -0.381], [0.118, -7.476, 0.679], [-1.171, -6.709, -1.038], [-1.243, -5.998, -2.302], [-2.387, -7.245, -0.460], [0.860, -6.446, -0.903], [-1.903, -5.135, -2.190], [-1.645, -6.667, -3.067], [-0.260, -5.653, -2.612], [-2.545, -6.804, 0.527], [-2.289, -8.327, -0.344], [-3.239, -7.022, -1.099], [6.579, 9.183, 5.261], [7.307, 8.275, 5.607], [6.191, 9.427, 3.986], [5.317, 10.532, 3.647], [6.666, 8.552, 2.929], [6.164, 9.903, 5.984], [4.409, 10.145, 3.179], [5.830, 11.196, 2.947], [5.044, 11.096, 4.538], [6.343, 7.530, 3.137], [7.757, 8.575, 2.906], [6.272, 8.872, 1.966], [5.115, -6.346, 1.456], [4.572, -5.351, 1.026], [4.474, -7.424, 1.969], [5.194, -8.578, 2.464], [3.020, -7.422, 2.024], [6.213, -6.453, 1.462], [4.893, -9.462, 1.896], [4.956, -8.727, 3.520], [6.269, -8.437, 2.359], [2.619, -7.308, 1.018], [2.684, -6.578, 2.629], [2.654, -8.351, 2.458]]}

***

No. 3
{"formula": "C26H64BN4O3", "method": "ωB97M-V/def2-TZVPD", "fmax_ha_per_bohr": 0.09496, "total_energy_ev": -40780.2952, "lumo_ev": 2.0260, "gap_ev": 5.967, "charge": -1, "spin_multiplicity": 1, "elements": ["C", "B", "O", "C", "O", "O", "H", "H", "H", "H", "C", "C", "N", "C", "C", "C", "C", "H", "H", "H", "H", "H", "H", "H", "H", "H", "H", "H", "H", "H", "H", "H", "C", "C", "N", "C", "C", "C", "C", "H", "H", "H", "H", "H", "H", "H", "H", "H", "H", "H", "H", "H", "H", "H", "C", "C", "N", "C", "C", "C", "C", "H", "H", "H", "H", "H", "H", "H", "H", "H", "H", "H", "H", "H", "H", "H", "C", "C", "N", "C", "C", "C", "C", "H", "H", "H", "H", "H", "H", "H", "H", "H", "H", "H", "H", "H", "H", "H"], "positions_angstrom": [[6.797, -5.878, -2.014], [5.437, -4.994, -1.996], [5.349, -3.563, -1.799], [4.029, -5.819, -2.204], [3.422, -6.323, -1.200], [3.570, -5.982, -3.485], [7.710, -5.373, -1.556], [6.573, -6.843, -1.427], [7.029, -6.113, -3.113], [5.924, -3.100, -2.439], [1.391, -3.205, -1.901], [2.261, -2.462, -0.899], [1.850, -1.076, -0.676], [2.845, -0.286, 0.040], [3.170, -0.689, 1.478], [0.470, -0.872, -0.256], [0.003, -1.572, 1.019], [1.328, -2.666, -2.850], [1.823, -4.189, -2.104], [0.376, -3.366, -1.524], [3.278, -2.467, -1.303], [2.292, -3.032, 0.038], [2.546, 0.769, 0.030], [3.777, -0.316, -0.536], [2.371, -0.411, 2.167], [4.071, -0.164, 1.812], [3.364, -1.759, 1.577], [-0.186, -1.190, -1.074], [0.273, 0.202, -0.160], [0.307, -2.620, 1.059], [-1.091, -1.552, 1.068], [0.369, -1.068, 1.914], [8.104, 0.653, -2.377], [7.482, 0.021, -1.137], [8.295, -1.037, -0.551], [7.578, -1.836, 0.440], [7.115, -1.133, 1.716], [9.662, -0.679, -0.195], [9.864, 0.481, 0.780], [8.350, -0.105, -3.125], [7.396, 1.352, -2.830], [9.010, 1.216, -2.139], [6.520, -0.405, -1.444], [7.256, 0.812, -0.410], [8.187, -2.703, 0.718], [6.694, -2.263, -0.047], [7.948, -0.937, 2.394], [6.414, -1.778, 2.255], [6.599, -0.193, 1.511], [10.204, -0.442, -1.118], [10.179, -1.562, 0.196], [9.249, 1.349, 0.532], [10.909, 0.807, 0.750], [9.654, 0.187, 1.808], [-3.644, 0.276, 0.298], [-4.427, -1.028, 0.401], [-5.500, -0.993, 1.392], [-6.045, -2.312, 1.700], [-6.758, -3.065, 0.578], [-6.488, 0.070, 1.241], [-7.249, 0.151, -0.083], [-3.258, 0.584, 1.273], [-2.791, 0.144, -0.373], [-4.253, 1.088, -0.108], [-3.711, -1.806, 0.686], [-4.802, -1.297, -0.594], [-6.722, -2.233, 2.557], [-5.221, -2.942, 2.055], [-7.744, -2.644, 0.372], [-6.916, -4.106, 0.878], [-6.181, -3.079, -0.348], [-5.984, 1.030, 1.399], [-7.214, 0.013, 2.060], [-6.593, 0.055, -0.951], [-7.746, 1.124, -0.161], [-8.028, -0.608, -0.149], [-5.740, 7.343, -0.672], [-6.869, 6.673, 0.103], [-7.066, 5.271, -0.249], [-8.317, 4.717, 0.260], [-8.488, 4.625, 1.776], [-5.901, 4.404, -0.122], [-5.224, 4.318, 1.246], [-5.879, 7.230, -1.750], [-5.721, 8.413, -0.447], [-4.762, 6.937, -0.401], [-7.786, 7.225, -0.130], [-6.690, 6.802, 1.178], [-8.475, 3.723, -0.173], [-9.140, 5.325, -0.134], [-7.891, 3.817, 2.201], [-9.534, 4.404, 2.014], [-8.230, 5.557, 2.282], [-5.150, 4.731, -0.848], [-6.162, 3.391, -0.448], [-5.075, 5.298, 1.703], [-4.237, 3.859, 1.137], [-5.789, 3.693, 1.938]]}

***

> What is the formula in the third record?

C26H64BN4O3

***

> Which value of charge does entry 2 give?

-1

***

> Which of these has the highest charge?

C26H62O14S10Tl